No. 1
C17H21CoN2S2 | ωB97M-V/def2-TZVPD

LUMO energy (spin up / spin down) ... 0.5 / -1.0 eV
Kohn-Sham gap (spin up / spin down) ... 7.87 / 6.45 eV
Expectation value of S² ... 6.015
Highest occupied orbital energy (spin up / spin down) ... -7.387 / -7.446 eV
Multiplicity ... 5

Each line ends with the Mulliken charge.
Geometry (Å):
Co 0.9939 -1.0891 -0.8266  0.2502
C 2.5880 2.7771 -2.0137  -0.6087
H -1.7597 -3.1807 1.4804  0.3625
H -0.0197 -3.3776 1.1623  0.3918
H 0.3682 -1.4178 2.2645  0.6294
C 1.5836 1.7160 -0.1178  0.1329
N -0.8042 -1.5182 0.5542  0.7684
C -2.0398 -0.6547 -1.3805  0.5877
C 1.2498 2.9588 0.4002  -0.2725
H 2.6651 0.8770 2.1800  0.3444
C -4.3924 -0.1162 -1.1837  -0.4981
S -0.5921 -0.7249 -2.3699  -0.3017
H 2.5068 4.9121 -2.0532  0.3735
H -3.2525 0.0646 -2.9891  0.4154
H 0.2956 1.1162 2.3835  0.5106
C 0.0918 0.5664 1.4585  -0.9742
C -4.3759 -0.4657 0.1608  -0.9207
H 2.2330 -3.0178 0.3842  0.1846
H -5.3082 0.2343 -1.6420  0.3817
H 1.3021 5.0811 0.1100  0.3863
H 0.7294 3.0360 1.3460  0.3380
C 2.4883 0.1235 1.4065  -1.2589
C 2.2495 4.0174 -1.5010  -0.5306
N 1.2936 0.4876 0.6094  0.9500
C -0.4144 -0.8241 1.7887  -1.1039
H -1.2380 -0.7558 2.5065  0.2615
C -3.2414 -0.2118 -1.9428  -0.5478
H 3.3459 0.0700 0.7397  0.3292
S 2.6848 0.0356 -2.0077  -0.4043
H -3.1845 -1.2036 1.7727  0.2997
H 1.2222 -3.6659 -0.9578  0.3209
C 2.2632 1.6009 -1.3363  0.5410
H -1.1779 -3.4443 -0.1766  0.3077
H 2.8106 -2.9023 -1.3036  0.3647
H 2.3550 -0.8513 1.8741  0.2973
H -0.6769 1.1067 0.9032  0.6273
C 1.5749 4.1150 -0.2929  -0.8764
H 3.1009 2.6997 -2.9634  0.4243
H -5.2741 -0.3955 0.7593  0.3795
C 1.9353 -2.8984 -0.6608  -1.0525
C -0.9503 -2.9672 0.7749  -1.3697
C -3.1955 -0.9128 0.7289  -0.3170
C -2.0338 -1.0004 -0.0291  -0.1236

=====

No. 2
C39H35BF6N2 | ωB97M-V/def2-TZVPD

SMILES string ... Fc1cccc(F)c1B(c1c(F)cccc1F)c1c(F)cccc1F.c1cc(N2CCCC2)ccc1Cc1ccc(N2CCCC2)cc1
LUMO energy ... -0.4 eV
Kohn-Sham gap ... 6.29 eV
Highest occupied orbital energy ... -6.743 eV
ΔE to the lowest compared entry with this formula, charge and spin ... 0.0 kcal per mole

Each line ends with the Mulliken charge.
Geometry (Å):
C -7.2156 -3.5346 -0.8862  -0.5464
C 2.9801 3.0514 -4.3722  -0.6138
H 4.0888 4.3145 -5.7770  0.3032
H 6.2429 2.6994 2.3597  0.3880
C 2.5667 -2.0645 -0.0019  -0.4282
C 1.8696 -3.3699 1.8368  -0.2669
C 2.1083 -2.0817 1.3302  1.6836
H 3.2144 1.9771 -4.4140  0.3251
F 2.6743 -0.8453 -0.6537  -0.1020
H -7.2657 -4.3321 -0.1303  0.2704
H -0.9865 3.1917 -3.4753  0.3602
F 1.2559 -3.5010 3.0702  -0.3252
C -6.9313 -1.2715 0.0420  -0.7331
C 0.2037 -0.6009 4.1804  -0.4843
C 3.1813 3.6971 -5.7565  -0.5741
C -2.0379 -0.9988 -0.5948  -0.0408
C 4.0820 2.4755 2.5572  -0.7777
H 2.1318 5.6148 -5.8584  0.2702
H -3.0791 1.3505 1.6477  0.3945
C 2.1339 -1.3505 6.0113  -0.7861
C 1.4935 -0.8770 3.6904  0.7520
H -8.6063 -1.8855 -1.2026  0.2728
H -1.1692 -1.3174 -1.1639  0.5417
C -0.9481 2.0846 -1.6145  -1.0936
F 1.7572 2.0380 2.7694  -0.3434
B 2.1565 -0.8848 2.3085  0.7697
H -3.3257 -2.4244 -1.5704  0.3067
F 3.6764 -1.6370 4.2609  -0.2911
H -7.6108 -3.9032 -1.8391  0.2918
C -4.3565 -0.0048 0.6400  -0.6823
H 2.9183 -1.6419 6.6913  0.4867
C -5.7551 -3.0733 -1.0483  -0.7005
F 4.7623 -1.4572 1.4882  -0.3775
H 2.9526 2.2340 -1.9622  0.2500
C 3.0298 1.5706 2.5041  -0.3064
H 0.5990 -1.0796 7.5007  0.4033
H -8.6437 -2.5649 0.4580  0.2944
H 1.5230 4.3843 -7.0210  0.3012
C 1.9156 4.5456 -6.0092  -0.6046
C 5.5956 0.6850 1.9536  -0.7244
C 1.2753 1.7133 -0.7279  0.2471
H 3.6714 3.4994 -3.6411  0.2534
C 3.1913 0.2305 2.1292  1.6924
C -0.6551 0.7669 0.5441  1.3241
N 1.5919 3.2880 -3.9927  0.0710
C 2.7778 -4.4696 -0.1089  -0.4823
H 2.0085 -5.4951 1.6602  0.4800
C -3.2662 -1.5885 -0.8747  -1.0553
H -0.6453 1.3658 1.4918  0.4909
C 2.2047 -4.5464 1.1725  -0.9096
C 2.4191 -1.2518 4.6647  0.5386
C 0.8819 4.0907 -4.9618  -0.7392
C -4.4579 -1.0961 -0.2568  1.1235
C -0.3782 2.7584 -2.6931  -0.8828
H -6.9545 -1.1490 1.1374  0.2959
C -3.1169 0.5166 0.9458  -0.7417
C -0.1163 -0.6371 5.5243  -0.9374
N -5.6470 -1.7708 -0.4102  0.1399
H 0.0934 0.0184 0.6660  -1.4756
H 3.2546 -3.1043 -1.7428  0.4837
C 4.5066 -0.1548 1.8596  0.0897
H 3.0503 -5.4038 -0.6498  0.3598
C 1.8607 2.2474 -1.8385  -0.8498
C -7.9971 -2.3017 -0.3869  -0.5866
C 1.0259 2.7908 -2.8524  1.2628
C -1.9585 0.0256 0.3502  -0.1915
H 6.5743 0.2818 1.7108  0.4759
H -7.1527 -0.2844 -0.3879  0.3503
H 1.9324 1.3912 0.0785  0.6416
C 5.3874 2.0164 2.3143  -0.5163
C 2.9134 -3.2054 -0.7172  -0.7907
H -1.1403 -0.4074 5.7947  0.4769
H -5.0606 -3.7986 -0.5975  0.3440
C 0.8450 -1.0315 6.4489  -0.4965
H -2.0260 2.0005 -1.5771  0.4212
H -5.2597 0.3853 1.1036  0.3585
H -5.4913 -3.0087 -2.1201  0.2874
C -0.1149 1.5327 -0.6320  -0.8285
H 3.8742 3.5162 2.7612  0.5091
H 3.2504 2.9101 -6.5210  0.2712
H 0.0861 3.5026 -5.4440  0.3152
F -0.8219 -0.3033 3.3034  -0.0418
H 0.4017 4.9470 -4.4762  0.3585

=====

No. 3
C46H51N6O3PReS2 | ωB97M-V/def2-TZVPD

LUMO energy (spin up / spin down) ... -2.9 / -2.9 eV
Net charge ... +1
Kohn-Sham gap (spin up / spin down) ... 6.62 / 6.62 eV
Highest occupied orbital energy (spin up / spin down) ... -9.556 / -9.555 eV
ΔE to the lowest compared entry with this formula, charge and spin ... 32.8 kcal per mole

Each line ends with the Mulliken charge.
Geometry (Å):
S -0.3944 -2.1830 1.1603  0.5590
C 3.2329 -2.0707 -1.4321  -0.6797
H -0.3154 -1.0607 3.6588  -0.0766
H -2.8710 -3.8914 0.4492  0.4175
N -0.9218 1.9782 0.3775  -0.0821
C 0.2166 -4.3288 4.3091  -1.2891
C 2.8135 -1.5921 -0.1889  0.6360
H 4.0248 -3.7242 -2.5401  0.4644
C -2.4811 -4.8924 3.2368  -1.2020
H 2.3074 1.6458 1.8023  0.4128
H -0.0943 -1.8156 5.2440  0.3429
C -2.3629 1.0980 2.5871  0.2999
H 1.0266 0.6783 -5.6005  0.4572
C 2.6893 2.2361 -4.2109  0.5067
H -1.9976 6.3585 1.6702  0.4235
C 2.4293 3.4812 -1.1016  -0.4523
C 0.8647 -0.2429 -5.0549  -0.2359
H 2.4243 6.6977 -0.0734  0.4497
C -2.1324 -4.6089 0.8157  -1.4392
C 2.2205 4.5158 -4.8388  -0.6444
H 4.1011 1.8429 -0.1910  0.5165
C 0.8772 5.2407 0.3026  1.3666
C -0.7490 3.4050 0.5428  0.4733
H 0.2808 5.2503 -4.2761  0.4613
H 1.5033 0.1082 2.1894  -0.0846
C 3.9164 0.8764 -0.6650  -1.8814
C 3.0790 3.4206 -4.8222  -0.9524
C -4.5331 -0.5569 -3.5309  -0.7523
C 3.7918 -4.1908 -0.4543  -0.8097
N 1.3032 3.0158 -0.5940  0.9071
C -2.5126 -1.3683 -1.8691  0.3862
H -3.5373 -4.8747 2.9623  0.4445
O -3.4616 2.1754 0.4508  -0.7618
H -1.6234 -0.2140 7.1484  0.2813
C -2.5501 -0.4654 4.4051  -0.7830
H -2.6657 4.0345 1.2088  0.9939
O -2.3994 -0.0411 0.3171  -0.2928
H 3.1920 -1.4248 -2.3047  0.3735
H 2.5221 5.4394 -5.3205  0.4299
H -2.6394 -1.4922 4.7533  0.5736
C 0.4015 -2.6140 -5.0964  -0.8246
S -2.3865 1.2946 0.8211  1.1468
C 2.3690 0.5588 1.6991  -1.3539
H 0.2214 -3.5262 -5.6537  0.4599
C 0.5757 3.2219 -3.6407  0.2608
N 1.0663 0.9483 -2.8799  1.3808
H -0.0109 -5.2271 3.7422  0.4663
C -3.5430 -2.2355 -2.1636  -1.3601
C 0.4112 -2.6204 -3.7090  -0.4252
C 2.9162 -2.4211 0.9243  -0.1529
H -1.2849 -4.6004 0.1366  0.4084
C -2.5405 0.2808 6.8155  -1.3802
H -3.3884 1.2912 -3.5759  0.4977
H -1.7211 -1.5893 -1.1712  0.5800
C 2.8758 4.7950 -0.9289  -1.8860
C -0.0254 6.1244 0.9336  -0.9019
H -3.3737 -0.3855 7.0480  0.3587
N -2.4822 -0.1434 -2.4250  0.2213
H 0.6214 -1.3885 -6.8438  0.4043
H 1.2348 -1.8292 4.0729  0.3511
H 3.4871 -4.3491 1.6646  0.4589
C -2.3451 1.8735 4.8594  -1.2338
C -2.4801 0.5712 5.3354  0.7925
C 0.6309 -1.4166 -5.7599  -0.8483
C -2.4987 -0.2125 3.0435  -0.5936
H 4.0571 3.4887 -5.2882  0.4301
C 0.1445 -1.8925 4.1807  -0.9238
H -0.4179 3.1227 -3.2119  0.5511
H -2.5672 -1.0164 2.3211  0.6779
C 2.1152 5.6688 -0.2168  -0.9196
O -1.4792 0.6973 -2.2060  -0.3107
C 0.9659 4.4092 -4.2513  -0.8752
H -5.3767 -2.5175 -3.2517  0.4611
N -1.6993 -4.2742 2.1636  0.3579
C 3.7095 -3.3656 -1.5677  -0.7746
Re 0.3702 1.1934 -1.0282  0.8855
H -2.2928 2.6968 5.5653  0.3489
H -3.5313 -3.2203 -1.7165  0.4408
H 3.0025 2.7972 -1.6994  1.0456
H 3.2949 0.2000 2.1499  0.6074
H -2.3559 -4.3358 4.1597  0.3514
H 1.3062 -4.2179 4.3453  0.3277
C -1.2681 5.6767 1.2477  -1.0540
C -3.4856 0.2778 -3.2197  -0.3424
H 2.6203 -2.0612 1.9009  0.0289
C 0.6472 -1.4504 -3.0037  0.0831
H 0.2546 -3.5462 -3.1628  0.5625
H -2.1825 3.1688 3.1780  0.4402
C -2.2852 2.1455 3.5008  -0.5903
C 1.4402 2.1342 -3.5979  -1.2153
C -1.6447 4.3309 1.0298  -0.9112
H 0.6766 -1.4733 -1.9198  -0.4280
H 4.1680 -5.2014 -0.5528  0.4184
H 3.8091 5.0955 -1.3851  0.5116
H -2.5700 -5.6062 0.8339  0.4572
C 0.8725 -0.2392 -3.6559  0.6265
H -2.6593 1.1955 7.3983  0.3801
N -0.3779 -3.1509 3.6759  0.6175
C 0.5054 3.8974 0.1047  -0.4591
C 3.4041 -3.7132 0.7907  -0.5526
H -2.1893 -5.9306 3.4073  0.3279
C -0.8370 -3.2475 2.3757  -1.0472
H 3.3575 1.3784 -4.1952  0.4186
H -0.1445 -4.4551 5.3324  0.2953
H 3.9065 1.0016 -1.7512  0.3634
P 2.3285 0.1663 -0.0724  1.6665
C -4.5639 -1.8426 -3.0106  -0.3948
H 0.2669 7.1552 1.1089  0.4515
H 4.7164 0.1891 -0.3977  0.6381
H -5.3168 -0.1901 -4.1789  0.4412